1.
The molecule C4H8NO2 in a non-equilibrium geometry. Source: OMol25; level of theory: the ωB97M-V functional and the def2-TZVPD basis.

**Gap between HOMO and LUMO (spin up / spin down)**: 10.274 / 6.161 eV
**Energy above the lowest of the compared OMol25 structures with the same formula, charge and spin**: 3.5684 eV
**2S+1**: 2
**Charge**: 0
**HOMO (spin up / spin down)**: -10.24 / -9.17 eV

Element x y z (Å)
O -0.8124 1.5626 -1.2101
C -0.4000 0.6726 -0.4289
N -1.0353 0.2719 0.7982
C -1.7856 -0.9277 1.8681
O -2.5835 -0.7475 2.8878
C 1.0573 0.4511 -0.4170
C 1.6211 -0.1516 -1.7214
H -1.2471 1.1525 1.3058
H -2.2287 -1.4099 0.9303
H -0.7383 -1.4743 2.0167
H 1.3858 -0.0368 0.4506
H 1.5471 1.4469 -0.4268
H 2.6183 0.1535 -1.7427
H 1.5300 -1.3096 -1.7452
H 1.0713 0.3462 -2.5653

2.
A cluster of 11 separate species, C5H33NO11 in total in a non-equilibrium geometry. Source: OMol25; level of theory: the ωB97M-V functional and the def2-TZVPD basis.

**Gap between HOMO and LUMO**: 9.257 eV
**Energy above the lowest of the compared OMol25 structures with the same formula, charge and spin**: 5.8064 eV
**SMILES**: CCN[C@H](C)CO.O.O.O.O.O.O.O.O.O.O
**2S+1**: 1
**Charge**: 0
**HOMO**: -9.07 eV

Element x y z (Å)
C -2.4353 -0.9627 0.3991
C -1.4253 0.0488 0.1139
N 0.0100 -0.1874 0.5092
C 1.0787 0.1724 -0.4789
C 2.1903 -0.8669 -0.6150
C 1.5631 1.6013 0.0112
O 2.6644 2.0083 -0.7981
H -3.4652 -0.5714 0.2978
H -2.5475 -1.8428 -0.2608
H -2.5157 -1.3637 1.4628
H -1.5726 0.4220 -0.9656
H -1.6541 1.0030 0.7130
H 0.2501 -1.1881 0.6908
H 0.7410 0.3566 -1.5814
H 2.1316 -1.6302 0.1580
H 2.4110 -1.1867 -1.6219
H 3.0304 -0.2801 -0.3935
H 1.9200 1.3883 1.0331
H 0.8590 2.3904 -0.2083
H 3.3970 1.4011 -0.5807
O 0.2323 2.2418 -3.2107
H 0.4422 2.4299 -4.0703
H 0.8722 2.3219 -2.5753
O -1.2262 -3.8384 -1.4830
H -0.9230 -4.7393 -1.2963
H -0.9880 -3.1664 -0.8466
O 0.1396 -2.5772 -3.8863
H -0.0913 -2.6123 -3.0331
H 0.2447 -1.7819 -4.3366
O -0.5850 -2.1781 4.2931
H -1.5152 -2.3564 4.3392
H -0.5039 -1.3592 3.9751
O -1.7166 2.5127 -0.9797
H -2.5350 2.8457 -1.3316
H -1.1687 2.5165 -1.7564
O 3.6535 1.0691 -3.0529
H 3.3202 0.1999 -3.0569
H 3.0643 1.4490 -2.4476
O 0.2567 -3.1797 0.8527
H 0.9616 -3.4357 0.4138
H 0.1390 -3.4378 1.7729
O 0.5757 -0.1030 3.4883
H 0.3129 0.3717 4.2016
H 0.2298 0.2441 2.6565
O -1.3819 1.4921 3.1773
H -0.7256 2.0388 3.6958
H -1.6463 1.8895 2.3943
O -2.3804 3.3995 1.4695
H -1.7894 3.7578 2.1190
H -1.8992 3.2734 0.6299

3.
The molecule C3H5N3OS in a non-equilibrium geometry. Source: OMol25; level of theory: the ωB97M-V functional and the def2-TZVPD basis.

**Gap between HOMO and LUMO**: 9.627 eV
**Energy above the lowest of the compared OMol25 structures with the same formula, charge and spin**: 4.0432 eV
**SMILES**: [H]/N=C1/NNCC(=O)S1
**2S+1**: 1
**Charge**: 0
**HOMO**: -9.66 eV

Element x y z (Å)
H 2.6878 -1.9779 0.0108
N 2.5090 -0.9348 -0.5744
C 1.3785 -0.5079 -0.1493
N 0.8913 0.7707 -0.4507
N -0.0853 1.3565 0.5013
C -1.4551 0.7884 0.0810
C -1.4476 -0.7976 -0.1741
O -2.4369 -1.4283 -0.7460
S 0.0805 -1.7515 0.5847
H 1.8711 1.2662 -0.6557
H 0.0951 0.9903 1.4797
H -1.8244 1.2517 -0.8124
H -2.2640 0.9743 0.9051

4.
A cluster of 2 separate species, C4H13NOS in total in a non-equilibrium geometry. Source: OMol25; level of theory: the ωB97M-V functional and the def2-TZVPD basis.

**Gap between HOMO and LUMO**: 9.754 eV
**Energy above the lowest of the compared OMol25 structures with the same formula, charge and spin**: 0.8273 eV
**SMILES**: NCCCCS.O
**2S+1**: 1
**Charge**: 0
**HOMO**: -8.95 eV

Element x y z (Å)
N -0.6498 2.4104 -1.1086
C 0.6605 1.7333 -1.0120
C 0.4694 0.2094 -1.2095
C -0.1267 -0.4600 0.0068
C 0.8003 -0.3161 1.2368
S 2.5259 -0.9409 0.8688
H -1.0523 2.6642 -0.2143
H -0.4436 3.2950 -1.5656
H 1.2877 1.9711 -0.1518
H 1.2445 2.0805 -1.8673
H 1.3917 -0.2840 -1.5070
H -0.2244 0.1807 -2.0497
H -1.1028 -0.0246 0.2509
H -0.3916 -1.5197 -0.0480
H 0.8116 0.7355 1.5009
H 0.5495 -0.9504 2.0741
H 3.1320 -0.4251 1.9541
O -5.3486 -1.4867 0.1013
H -4.9217 -1.4896 -0.7409
H -5.5177 -2.4353 0.1850

5.
A cluster of 2 separate species, C2H3I3O in total in a non-equilibrium geometry. Source: OMol25; level of theory: the ωB97M-V functional and the def2-TZVPD basis.

**Gap between HOMO and LUMO**: 7.208 eV
**Energy above the lowest of the compared OMol25 structures with the same formula, charge and spin**: 0.2881 eV
**SMILES**: C=C(O)I.II
**2S+1**: 1
**Charge**: 0
**HOMO**: -9.06 eV

Element x y z (Å)
C 0.8690 0.3403 -0.9050
C 1.0157 -0.4275 0.1560
O 1.3038 0.0792 1.3030
I 0.8670 -2.6399 0.0768
H 0.7819 1.3196 -0.5687
H 0.5063 0.0150 -1.8584
H 0.9281 -0.2762 2.0780
I -3.9307 0.4788 -1.1647
I -2.3411 1.1107 0.8831

6.
A structure of composition C31H46BrFeN3OP2 in a non-equilibrium geometry. Source: OMol25; level of theory: the ωB97M-V functional and the def2-TZVPD basis.

**Gap between HOMO and LUMO (spin up / spin down)**: 6.702 / 4.059 eV
**Energy above the lowest of the compared OMol25 structures with the same formula, charge and spin**: 0.3747 eV
**2S+1**: 5
**Charge**: +2
**HOMO (spin up / spin down)**: -12.75 / -12.90 eV

Element x y z (Å)
N -5.3718 3.1017 -3.5426
C -5.2242 3.4812 -2.2802
C -4.2700 2.9055 -1.4346
C -3.3160 1.9910 -1.9619
C -3.5855 1.5052 -3.2783
C -4.6259 2.1058 -4.0220
C -2.0910 1.7384 -1.1950
Fe -0.6504 0.2795 -0.3383
P 3.5819 -0.7325 0.1208
C -0.8421 1.4098 -1.8781
C 0.3813 2.1918 -1.6241
C 1.5050 1.9314 -2.4342
C 2.5792 2.8195 -2.4767
C 2.5453 3.9316 -1.6094
C 1.4052 4.2304 -0.8553
C 0.3394 3.3417 -0.8302
Br 3.9859 5.0437 -1.4965
H -2.0571 2.2789 -0.2292
H -0.8598 0.9294 -2.8620
H -4.2527 3.2179 -0.3955
H -3.0683 0.6661 -3.7545
H -5.8648 4.2981 -1.9297
H -4.8464 1.8162 -5.0528
H 1.4792 1.0627 -3.0848
H -0.5821 3.5723 -0.2855
H 3.3713 2.6494 -3.1891
H 1.3138 5.1519 -0.2721
P -1.1241 -2.1261 -0.3744
C 4.0077 1.0224 0.3562
C 5.4679 1.3039 -0.0145
H 3.8267 1.2724 1.4125
H 3.3063 1.6025 -0.2594
H 5.7017 2.3625 0.1542
H 6.1517 0.7111 0.6056
H 5.6751 1.0738 -1.0674
C 3.1182 -0.8591 -1.6161
C 4.2245 -1.6515 -2.3250
H 3.0258 0.1531 -2.0317
H 2.1377 -1.3479 -1.7150
H 3.9773 -1.8086 -3.3769
H 5.1873 -1.1271 -2.2735
H 4.3604 -2.6310 -1.8535
C 2.3977 -1.2435 1.3703
C 3.1735 -1.8156 2.5778
H 1.7014 -1.9903 0.9506
H 1.7999 -0.3769 1.6838
H 2.5160 -2.4029 3.2299
H 3.9896 -2.4594 2.2229
H 3.6182 -1.0047 3.1709
C -1.0304 -2.9859 1.2608
C -1.2808 -4.5021 1.3423
H -1.7430 -2.4615 1.9145
H -0.0292 -2.7706 1.6626
H -2.3496 -4.7393 1.4106
H -0.8714 -5.0687 0.5028
H -0.7891 -4.8699 2.2468
C 0.1169 -3.0520 -1.3987
C 0.2377 -2.5662 -2.8411
H -0.2145 -4.1039 -1.3672
H 1.0897 -2.9995 -0.8808
H -0.6130 -2.9166 -3.4441
H 0.2829 -1.4709 -2.9361
H 1.1532 -2.9844 -3.2846
C -2.7017 -2.6733 -1.1219
C -3.9446 -2.7616 -0.2365
H -2.4728 -3.6445 -1.5949
H -2.8838 -1.9681 -1.9501
H -4.8219 -2.6066 -0.8781
H -4.0392 -3.7500 0.2264
H -3.9914 -2.0169 0.5700
N -0.3702 1.0670 6.5371
C -1.5791 1.0389 5.8847
O -2.6603 1.0897 6.4558
C -1.4795 0.9638 4.3909
C -0.2551 1.1321 3.7304
C -0.1876 0.9449 2.3518
N -1.2723 0.6107 1.6074
C -2.4757 0.4981 2.2334
C -2.6240 0.6994 3.6115
H -0.4133 1.0213 7.5437
H 0.5202 0.8690 6.0831
H 0.6729 1.4333 4.2311
H 0.7531 1.0996 1.8235
H -3.3412 0.2366 1.6175
H -3.6115 0.6325 4.0598

7.
A cluster of 2 separate species, C3H7O4PS in total in a non-equilibrium geometry. Source: OMol25; level of theory: the ωB97M-V functional and the def2-TZVPD basis.

**Gap between HOMO and LUMO (spin up / spin down)**: 5.217 / 5.219 eV
**Energy above the lowest of the compared OMol25 structures with the same formula, charge and spin**: 3.1454 eV
**2S+1**: 1
**Charge**: -2
**HOMO (spin up / spin down)**: 0.74 / 0.73 eV

Element x y z (Å)
C 1.4204 0.0965 -1.4401
C 0.6106 -0.2043 1.5194
C 0.1030 0.5490 0.3923
O -1.1537 -1.7089 -0.9687
O -1.8560 0.7837 -1.4253
O -2.3593 -0.3521 0.7910
O 0.6043 -1.5821 1.2312
P -1.3381 -0.3664 -0.2842
S 0.0056 2.2874 0.4449
H 1.8965 -0.7451 -1.0534
H 1.8149 1.0449 -1.3664
H 0.6179 0.0448 -2.2135
H 0.0928 0.1703 2.5029
H 1.6181 0.0776 1.8845
H -0.1575 -1.5640 0.7792
H -1.9196 1.4687 -0.7938

8.
The molecule C3H6N4 in a non-equilibrium geometry. Source: OMol25; level of theory: the ωB97M-V functional and the def2-TZVPD basis.

**Gap between HOMO and LUMO**: 9.308 eV
**Energy above the lowest of the compared OMol25 structures with the same formula, charge and spin**: 5.1637 eV
**SMILES**: C=N/N=C\C=N/N
**2S+1**: 1
**Charge**: 0
**HOMO**: -9.07 eV

Element x y z (Å)
C 2.5427 -0.7077 0.3757
N 2.1210 0.2489 -0.5133
N 1.2493 1.2355 -0.2893
C -0.0046 0.9564 -0.3472
C -0.7331 -0.3875 -0.8513
N -2.0019 -0.5666 -0.5930
N -2.6677 0.2852 0.3526
H 2.3170 -0.8741 1.4741
H 3.6260 -1.1670 -0.0456
H -0.7061 1.6571 0.0505
H -0.0147 -1.0020 -1.3344
H -3.5840 -0.1820 0.5902
H -2.1438 0.5038 1.1309

Question: What is the energy above the lowest of the compared OMol25 structures with the same formula, charge and spin in the third record?
Answer: 4.0432 eV

Question: Which value of energy above the lowest of the compared OMol25 structures with the same formula, charge and spin does entry 3 give?
Answer: 4.0432 eV

Question: Look up the 2S+1 of the fifth one.
Answer: 1